[1]
ORCA calculation (wB97M-V/def2-TZVPD) on a cluster of 2 separate species, C5H12N2O4P in total in a non-equilibrium geometry.

Last column: Mulliken charge in e.
Element x y z (Å)
O -2.361 -0.440 1.724  -0.684
N 0.395 0.058 -0.039  -0.117
H 0.233 1.409 1.670  0.434
H 2.134 0.492 2.774  0.338
H 2.259 -0.769 1.437  0.501
P -2.536 0.205 0.416  0.611
H 3.518 1.286 -0.981  0.299
C 0.529 0.477 1.371  -0.580
O 2.904 1.054 0.872  -0.393
H -2.494 -2.954 -0.974  0.282
H 3.184 -0.475 -0.468  0.248
C 1.310 0.692 -0.989  -0.552
C 2.763 0.644 -0.454  -0.493
C 2.002 0.201 1.678  -0.809
C -1.005 0.342 -0.531  -0.233
H -0.999 0.271 -1.682  0.622
H 1.348 0.065 -1.941  0.275
H -2.223 -1.472 -1.652  0.382
H -3.686 -1.948 -1.198  0.315
H -0.040 -0.218 2.108  0.286
O -3.849 0.261 -0.270  -0.781
H 1.038 1.650 -1.153  0.476
N -2.852 -2.387 -1.680  -0.872
O -1.571 1.554 -0.037  -0.555

charge: -1
lowest unoccupied orbital energy: 3.372 eV
HOMO-LUMO gap: 8.224 eV
HOMO energy: -4.9 eV
multiplicity: 1

***

[2]
ORCA calculation (wB97M-V/def2-TZVPD) on a cluster of 2 separate species, C5H12N2OS in total in a non-equilibrium geometry.

Last column: Mulliken spin population.
Element x y z (Å)
H -2.091 -4.799 -0.671  0.033
H 0.283 4.425 1.494  -0.001
C -1.336 -4.176 -1.299  -0.006
N 1.251 2.818 0.570  0.002
C 0.543 -0.325 0.979  0.512
C 2.395 2.689 0.084  0.011
C -1.269 -2.776 -0.802  0.441
S -1.375 -0.839 0.908  0.607
C 0.336 3.929 0.525  0.001
H -1.881 -2.053 -1.523  0.014
H 2.888 3.591 -0.466  0.001
H -1.571 -4.273 -2.370  -0.004
H 0.447 0.602 1.395  0.000
N -0.962 -2.439 0.378  0.020
H 0.731 4.677 -0.202  0.000
H 3.055 1.766 0.276  -0.013
H 0.754 -0.413 -0.158  0.038
H -0.663 3.491 0.573  0.001
H 0.848 -1.161 1.505  -0.053
H -0.328 -4.525 -1.008  0.033
O -2.053 -0.210 -0.189  0.363

charge: 0
lowest unoccupied orbital energy (alpha / beta): 0.797 / -2.878 eV
⟨S²⟩: 2.02
HOMO-LUMO gap (alpha / beta): 5.355 / 6.520 eV
HOMO energy (alpha / beta): -4.6 / -9.4 eV
multiplicity: 3

***

Across the entries above, relative energy (zero: lowest compared OMol25 entry of this formula, charge and spin) takes the values 192.8, 262.0 kJ/mol, respectively.